Entry 1:
A cluster of 9 separate species, C54H99N5O18 in total in a non-equilibrium geometry. Source: the Open Molecules 2025 dataset; level of theory: ωB97M-V/def2-TZVPD.

Positions of all 176 atoms, in Å:
1 O 1.2790 4.2118 -5.7886
2 C 0.3484 5.2082 -5.9898
3 C -0.6150 4.8695 -6.9212
4 C -1.7219 5.6970 -7.0458
5 C -1.6803 6.9363 -6.4518
6 O -2.7510 7.7950 -6.5861
7 C -0.6074 7.4130 -5.6984
8 C 0.3532 6.4525 -5.3350
9 H 1.9281 4.4583 -5.1108
10 H -0.4955 3.8717 -7.3231
11 H -2.6350 5.4027 -7.5487
12 H -3.2601 7.6041 -7.3776
13 H -0.6708 8.3838 -5.2315
14 H 1.1882 6.6483 -4.6746
15 O -4.7456 -3.1560 8.4424
16 C -5.1432 -4.2199 7.6603
17 C -6.2809 -4.9588 8.0104
18 C -6.6452 -5.9912 7.1669
19 C -5.9473 -6.2535 5.9983
20 O -6.1551 -7.4355 5.3289
21 C -4.8615 -5.4629 5.6096
22 C -4.5430 -4.4040 6.4155
23 H -5.3518 -2.4134 8.3750
24 H -6.6974 -4.7825 8.9922
25 H -7.4118 -6.6688 7.5236
26 H -5.5975 -7.5211 4.5538
27 H -4.4505 -5.6472 4.6250
28 H -3.8318 -3.6562 6.0897
29 O 3.3470 4.3885 -1.3352
30 C 2.5014 5.4822 -1.4529
31 C 1.3387 5.4986 -0.6957
32 C 0.4423 6.5499 -0.7965
33 C 0.8341 7.6491 -1.5241
34 O 0.1561 8.8370 -1.4719
35 C 1.9461 7.6474 -2.3637
36 C 2.8297 6.5640 -2.2597
37 H 2.7815 3.6267 -1.1615
38 H 0.9954 4.5281 -0.3453
39 H -0.3985 6.6389 -0.1178
40 H -0.5930 8.7765 -0.8698
41 H 2.3290 8.5275 -2.8585
42 H 3.7914 6.4865 -2.7530
43 O -5.7374 0.0734 -3.3862
44 C -4.3730 -0.0050 -3.6919
45 C -3.8046 -1.2526 -3.8811
46 C -2.4356 -1.3510 -4.1564
47 C -1.7257 -0.1482 -4.3081
48 O -0.4967 -0.1148 -4.8930
49 C -2.3164 1.1066 -4.1566
50 C -3.6933 1.1632 -3.9092
51 H -6.0732 -0.8247 -3.4641
52 H -4.3145 -2.1777 -3.6384
53 H -1.9523 -2.3175 -4.1344
54 H 0.0850 -0.8488 -4.6621
55 H -1.6594 1.9427 -4.3236
56 H -4.2757 2.0716 -3.8222
57 C 0.2520 2.6976 -2.8432
58 O 0.4548 1.6229 -1.9149
59 C -0.5891 1.5493 -0.9483
60 C -0.5636 0.1568 -0.3488
61 N -1.1437 0.0167 1.0037
62 C -0.4625 -1.0323 1.7500
63 C -1.3220 -1.2941 3.0005
64 O -0.7099 -2.2429 3.8454
65 C -1.2878 -2.2109 5.1510
66 H -0.4775 3.4512 -2.5545
67 H 0.3539 2.3812 -3.8806
68 H 1.2221 3.2064 -2.7038
69 H -1.5416 1.7447 -1.4475
70 H -0.5257 2.3337 -0.1792
71 H 0.4679 -0.2194 -0.2902
72 H -1.0794 -0.5312 -1.0285
73 H -0.8904 0.9263 1.3887
74 H 0.5394 -0.7242 2.0961
75 H -0.2062 -1.8737 1.1070
76 H -2.2281 -1.7192 2.5538
77 H -1.6086 -0.3216 3.4054
78 H -0.5385 -2.6569 5.8071
79 H -2.2273 -2.7614 5.1556
80 H -1.3577 -1.1686 5.4744
81 C -4.1875 -3.2392 1.0319
82 O -5.2592 -2.5425 1.6593
83 C -6.4700 -2.6371 0.9556
84 C -7.5992 -1.7912 1.5237
85 N -8.2568 -2.5418 2.6121
86 C -7.3125 -2.7326 3.7172
87 C -7.9483 -2.9340 5.1027
88 O -9.3458 -2.7637 5.2407
89 C -10.0705 -3.9840 5.2662
90 H -4.4812 -4.0437 0.3536
91 H -3.6052 -3.6315 1.8636
92 H -3.6345 -2.5099 0.4324
93 H -6.9016 -3.6470 0.8869
94 H -6.3051 -2.4040 -0.1085
95 H -8.3106 -1.6276 0.7134
96 H -7.3437 -0.8308 1.9856
97 H -9.1774 -2.2093 2.8503
98 H -6.7174 -1.8165 3.7888
99 H -6.7213 -3.6095 3.4681
100 H -7.3892 -2.3303 5.8177
101 H -7.7275 -3.9639 5.4038
102 H -9.7979 -4.5854 6.1409
103 H -9.7301 -4.6196 4.4422
104 H -11.1272 -3.7504 5.2376
105 C 4.0074 9.6196 -4.5747
106 O 4.3165 8.4765 -5.3428
107 C 3.3915 8.2137 -6.4010
108 C 3.4229 6.7607 -6.8447
109 N 3.9942 5.8693 -5.8417
110 C 4.2975 4.5663 -6.3706
111 C 4.6679 3.5410 -5.3260
112 O 3.5510 3.1397 -4.5276
113 C 3.8146 2.0575 -3.6605
114 H 2.9187 9.6765 -4.4317
115 H 4.3173 10.5369 -5.0810
116 H 4.4539 9.4329 -3.5997
117 H 3.5612 8.9143 -7.2176
118 H 2.4172 8.3313 -5.9085
119 H 4.1342 6.6852 -7.6767
120 H 2.4502 6.3648 -7.1469
121 H 3.9682 6.0794 -4.8650
122 H 5.1020 4.5888 -7.1146
123 H 3.4549 4.1198 -6.9166
124 H 5.3709 3.9553 -4.5964
125 H 5.0478 2.6812 -5.8859
126 H 3.0668 2.0660 -2.8747
127 H 4.8122 2.0783 -3.2095
128 H 3.7911 1.1371 -4.2521
129 C 0.3172 -3.3931 -1.5092
130 O 1.1988 -2.4481 -2.0451
131 C 2.5059 -2.5927 -1.4789
132 C 3.3673 -1.4807 -2.0955
133 N 4.7394 -1.5883 -1.6454
134 C 4.9445 -1.7015 -0.2127
135 C 6.4388 -1.5386 0.0921
136 O 6.7798 -0.1637 -0.0427
137 C 6.9278 0.5178 1.1859
138 H 0.7798 -4.3851 -1.5336
139 H -0.6676 -3.4196 -1.9785
140 H 0.0412 -3.1912 -0.4631
141 H 2.9180 -3.5888 -1.6361
142 H 2.3818 -2.3609 -0.4177
143 H 2.8875 -0.5128 -1.9078
144 H 3.3363 -1.6206 -3.1774
145 H 5.4169 -0.9302 -1.9996
146 H 4.6782 -2.6716 0.2167
147 H 4.4288 -0.8522 0.2594
148 H 7.0513 -2.0981 -0.6173
149 H 6.6460 -1.9206 1.0953
150 H 5.9462 0.7193 1.6262
151 H 7.5361 1.4135 1.0982
152 H 7.4436 -0.1220 1.9124
153 C 4.5576 -9.3179 5.6296
154 O 5.1006 -8.0681 5.2665
155 C 5.2433 -7.2525 6.4128
156 C 5.8426 -5.8882 6.0025
157 N 4.6917 -5.0951 5.5554
158 C 5.0999 -3.7623 5.1015
159 C 3.9798 -2.9748 4.4302
160 O 3.2879 -3.8018 3.5091
161 C 2.3253 -3.0548 2.8132
162 H 5.1826 -9.8532 6.3523
163 H 4.3962 -9.9271 4.7441
164 H 3.5922 -9.1636 6.1301
165 H 5.8442 -7.7063 7.2131
166 H 4.2343 -7.1317 6.8227
167 H 6.5311 -6.0728 5.1663
168 H 6.4868 -5.4999 6.7889
169 H 4.3098 -5.5156 4.7139
170 H 5.9176 -3.8938 4.3739
171 H 5.5437 -3.1479 5.8882
172 H 4.4275 -2.1251 3.9011
173 H 3.3250 -2.5178 5.1795
174 H 1.6416 -2.4642 3.4248
175 H 1.7403 -3.8002 2.2640
176 H 2.6879 -2.4114 1.9968

***

Entry 2:
A cluster of 5 separate species, C55H127NO2P3 in total in a non-equilibrium geometry. Source: the Open Molecules 2025 dataset; level of theory: ωB97M-V/def2-TZVPD.

Positions of all 188 atoms, in Å:
1 C 1.3713 -1.2359 0.2147
2 C 0.4196 -0.1355 0.6793
3 C -0.2879 -0.4654 2.0164
4 O 1.1178 1.0736 0.7333
5 H 2.1014 -0.8651 -0.5002
6 H 0.7978 -2.1322 -0.0538
7 H 1.9099 -1.6260 1.0915
8 H -0.4511 -0.1006 -0.0048
9 H -0.7828 -1.4356 1.9492
10 H -1.0025 0.3500 2.1201
11 H 0.4108 -0.5168 2.8537
12 C 3.6129 2.9279 0.1609
13 C 3.9454 2.2715 1.5154
14 C 3.2450 2.9173 2.7085
15 O 3.3229 4.3168 2.7204
16 C 4.5437 4.9104 3.0893
17 N 3.5110 0.8101 1.4450
18 H 3.5159 0.1607 2.2312
19 H 2.5537 0.7300 1.0272
20 H 4.0446 0.3651 0.6932
21 H 2.5242 3.0140 0.1121
22 H 3.9356 2.4526 -0.7639
23 H 4.0124 3.9409 0.1891
24 H 5.0058 2.1753 1.7493
25 H 3.4819 2.4936 3.6883
26 H 2.1870 2.6823 2.5602
27 H 4.8359 4.6633 4.1188
28 H 4.4203 5.9900 3.1522
29 H 5.3511 4.5869 2.4273
30 C -5.4494 1.5130 0.6117
31 C -4.0273 2.0231 0.2328
32 C -3.1759 2.4378 1.3966
33 C -1.8021 2.9699 0.9030
34 P -0.8970 3.8859 2.2325
35 C -0.3201 2.7230 3.5103
36 C 0.2011 3.2856 4.8594
37 C 1.1384 2.2522 5.5365
38 C 0.3132 1.0401 5.9838
39 C 0.5183 4.6972 1.4855
40 C 0.2469 5.5118 0.1772
41 C 1.1826 6.6311 -0.1553
42 C 0.7623 7.5497 -1.2821
43 C -2.0415 5.2097 2.8299
44 C -1.3358 6.3205 3.6351
45 C -1.9788 7.7103 3.5329
46 C -1.4657 8.4540 2.3138
47 H -6.2479 2.1317 0.2097
48 H -5.5174 1.3976 1.6937
49 H -5.6509 0.5114 0.2261
50 H -4.0934 2.8484 -0.4805
51 H -3.4568 1.2461 -0.2815
52 H -3.1131 1.6382 2.1396
53 H -3.6419 3.2474 1.9677
54 H -1.9425 3.7501 0.1511
55 H -1.1676 2.1723 0.5102
56 H 0.3445 2.0382 2.9658
57 H -1.0659 1.9776 3.7964
58 H -0.6922 3.5194 5.4441
59 H 0.6938 4.2617 4.8809
60 H 1.5837 2.7234 6.4113
61 H 1.8880 1.9346 4.8152
62 H -0.2225 0.5707 5.1536
63 H -0.4924 1.2885 6.6776
64 H 0.8859 0.2387 6.4527
65 H 1.1091 3.8086 1.2370
66 H 1.0717 5.2448 2.2461
67 H -0.7685 5.9180 0.2836
68 H 0.0749 4.7741 -0.6121
69 H 2.1449 6.2109 -0.4736
70 H 1.4638 7.2053 0.7311
71 H 1.6417 8.1424 -1.5497
72 H 0.0024 8.3025 -1.0720
73 H 0.5295 7.0289 -2.2129
74 H -2.7663 4.6673 3.4407
75 H -2.5985 5.6294 1.9899
76 H -0.2589 6.3629 3.4557
77 H -1.2959 6.0476 4.6959
78 H -1.7835 8.1951 4.4909
79 H -3.0648 7.5968 3.5833
80 H -2.3163 8.8613 1.7568
81 H -1.2100 7.7398 1.5235
82 H -0.7081 9.1888 2.5619
83 C -1.3281 -11.0029 1.5391
84 C -2.2217 -10.0164 0.7337
85 C -1.4954 -8.6736 0.5089
86 C -0.9854 -7.9645 1.7510
87 P 0.0294 -6.4477 1.5407
88 C 1.7489 -6.7340 1.1267
89 C 2.0844 -7.3343 -0.2500
90 C 3.6147 -7.3955 -0.3565
91 C 4.1259 -7.7402 -1.7532
92 C -0.7877 -5.5070 0.1893
93 C -2.2224 -4.9857 0.4420
94 C -2.3025 -3.5324 0.9825
95 C -3.6964 -3.1452 1.3832
96 C -0.1548 -5.4096 3.0169
97 C 0.6633 -4.0962 3.1133
98 C 0.1577 -3.2168 4.2646
99 C 0.3592 -3.7877 5.6960
100 H -1.0572 -10.7060 2.5489
101 H -0.4316 -11.0797 0.9175
102 H -1.7761 -11.9942 1.5103
103 H -3.2414 -9.9410 1.1091
104 H -2.2706 -10.4845 -0.2499
105 H -2.1584 -8.0585 -0.1066
106 H -0.7107 -8.9251 -0.2113
107 H -0.3651 -8.5943 2.3924
108 H -1.8469 -7.5872 2.3093
109 H 2.1333 -7.3078 1.9745
110 H 2.2503 -5.7605 1.1502
111 H 1.6181 -6.8188 -1.0879
112 H 1.6788 -8.3497 -0.2265
113 H 4.0907 -8.0342 0.3926
114 H 4.0409 -6.4407 -0.0256
115 H 4.0738 -8.7976 -2.0076
116 H 5.1350 -7.3863 -1.9642
117 H 3.5384 -7.2113 -2.5103
118 H -0.7124 -5.9995 -0.7807
119 H -0.0707 -4.6800 0.0889
120 H -2.7095 -5.7105 1.1028
121 H -2.8298 -5.0763 -0.4598
122 H -1.9988 -2.8523 0.1811
123 H -1.6175 -3.4297 1.8245
124 H -4.3909 -2.9976 0.5530
125 H -3.6793 -2.1357 1.8036
126 H -4.1206 -3.8867 2.0604
127 H 0.1814 -6.0501 3.8380
128 H -1.2241 -5.2300 3.1448
129 H 0.6562 -3.5306 2.1809
130 H 1.6867 -4.3910 3.3552
131 H -0.9033 -2.9672 4.1800
132 H 0.6598 -2.2505 4.1911
133 H -0.0779 -3.1956 6.4968
134 H 1.3917 -4.0636 5.9036
135 H -0.2369 -4.7051 5.7326
136 C 0.6709 -3.6938 -2.9246
137 C 0.6783 -2.5942 -3.9651
138 C 0.6165 -1.1687 -3.4065
139 C 0.2404 -0.1823 -4.5346
140 P -0.2061 1.5437 -4.0853
141 C 1.0068 2.2996 -2.9617
142 C 2.3761 2.5342 -3.6314
143 C 2.4980 3.7627 -4.5296
144 C 1.9934 5.0604 -3.8781
145 C -1.7590 1.3629 -3.1144
146 C -2.8756 0.5440 -3.7903
147 C -3.9091 0.0348 -2.7991
148 C -3.3468 -0.9942 -1.8477
149 C -0.6734 2.5778 -5.5666
150 C 0.0157 2.0757 -6.8605
151 C 0.1179 3.1506 -7.9393
152 C 0.0944 2.5591 -9.3536
153 H 1.4006 -3.6239 -2.1179
154 H 0.8208 -4.6348 -3.4554
155 H -0.3170 -3.7077 -2.4540
156 H -0.1734 -2.6511 -4.6454
157 H 1.5716 -2.6685 -4.5914
158 H 1.5062 -0.7858 -2.9053
159 H -0.1908 -1.1649 -2.6649
160 H -0.5558 -0.5905 -5.1588
161 H 1.0815 -0.0480 -5.2232
162 H 1.1123 1.6694 -2.0737
163 H 0.5607 3.2621 -2.7006
164 H 2.7280 1.6361 -4.1525
165 H 3.2086 2.5976 -2.9245
166 H 1.9471 3.7895 -5.4715
167 H 3.5690 3.9086 -4.6702
168 H 0.9101 5.1901 -3.9492
169 H 2.3189 5.9771 -4.3789
170 H 2.4115 5.2062 -2.8777
171 H -2.0991 2.3878 -2.9523
172 H -1.4549 0.8497 -2.2002
173 H -2.5024 -0.3765 -4.2514
174 H -3.3407 1.0725 -4.6245
175 H -4.7102 -0.4132 -3.3919
176 H -4.3955 0.8810 -2.3092
177 H -2.6875 -1.7823 -2.2315
178 H -4.1267 -1.6120 -1.3995
179 H -2.7210 -0.5427 -1.0725
180 H -0.3135 3.5879 -5.3839
181 H -1.7454 2.4308 -5.6834
182 H -0.3403 1.1204 -7.2480
183 H 1.0601 1.8229 -6.6317
184 H 0.9920 3.8052 -7.9021
185 H -0.6910 3.8816 -7.8242
186 H 0.9364 1.8656 -9.4165
187 H 0.3524 3.3798 -10.0226
188 H -0.8370 2.0716 -9.6281

Summary:
**Total charge**: +3
**Energy above the lowest of the compared OMol25 structures with the same formula, charge and spin**: 0.000 eV

***

In eV, the frontier orbital gap values for the records above are, in order, 8.193, 8.919.
In g mol⁻¹, the molar mass values for the records above are, in order, 1106.40, 927.55.
In eV, the highest occupied orbital energy values for the records above are, in order, -7.791, -14.497.